Arrangement i

The following is a quantum chemistry calculation of 2 unconnected molecules or ions with the total composition C4H11NO3, from the Open Molecules 2025 dataset.

Results
2S+1 = 1
SMILES = CCC(=O)NCO.O
HOMO-LUMO gap = 10.153 eV
Total charge = 0
Molecular weight = 121.1 g mol⁻¹

Positions of all 19 atoms, in Å:
H1 -1.38 -1.83 -2.04
H2 0.89 -0.75 0.98
O1 -1.09 -1.64 -0.05
C1 -0.60 -1.48 -1.31
H3 -3.25 0.43 -0.63
C2 0.52 0.78 -0.49
C3 2.18 0.79 1.71
H4 0.38 -1.90 -1.25
H5 -0.94 0.50 -2.00
N1 -0.31 0.03 -1.40
O2 0.62 1.99 -0.58
H6 3.19 1.03 1.41
H7 -2.61 1.31 0.48
H8 2.38 0.01 2.45
H9 2.22 -0.37 -0.13
C4 1.43 0.00 0.51
H10 1.59 1.65 2.03
O3 -3.22 0.69 0.26
H11 -2.00 -1.24 0.06

Results of the Löwdin charge analysis, in e, for atoms 1 through 4:
1. H 0.139
2. H 0.056
3. O -0.084
4. C -0.236

---

Arrangement ii

The following is a quantum chemistry calculation of 2 unconnected molecules or ions with the total composition C4H11NO3, from the Open Molecules 2025 dataset.

Results
2S+1 = 1
HOMO-LUMO gap = 7.396 eV
Total charge = 0
Molecular weight = 121.1 g mol⁻¹

Positions of all 19 atoms, in Å:
O1 -2.25 1.17 -0.25
O2 2.90 0.08 1.20
H1 -2.33 -0.08 1.32
H2 -0.99 -2.02 0.10
H3 -3.67 0.24 -0.09
H4 -1.40 -0.59 -1.68
H5 2.14 -0.72 -0.78
N1 -0.36 -0.04 0.35
H6 0.62 0.95 -1.30
C1 2.24 0.14 -0.20
C2 -0.34 -1.23 -0.42
O3 -0.80 -1.24 -1.86
H7 2.83 0.79 -0.71
C3 -1.62 0.44 0.86
H8 -1.46 1.34 1.64
H9 2.25 -0.31 1.97
H10 0.82 -1.53 -0.50
H11 0.71 1.77 0.52
C4 0.70 0.83 -0.18

Results of the Löwdin charge analysis, in e, for atoms 1 through 4:
1. O -0.172
2. O -0.164
3. H 0.039
4. H 0.142

---

Computed energies relative to the best structure, in kcal/mol: arrangement i 0.0; arrangement ii 158.1

---

Arrangement i

The following is a quantum chemistry calculation of a molecular structure, C5H8N, from the Open Molecules 2025 dataset.

Results
2S+1 = 1
HOMO-LUMO gap (alpha / beta) = 7.882 / 6.447 eV
Total charge = +1
Molecular weight = 82.1 g mol⁻¹

Positions of all 14 atoms, in Å:
H1 0.97 2.20 2.12
C1 0.05 -0.04 -0.15
H2 -0.16 -0.71 -2.48
N1 -0.43 -1.07 0.49
C2 0.49 1.31 0.34
C3 -0.66 -2.11 -0.59
C4 0.20 -0.97 -1.38
H3 -1.77 -2.14 -1.05
H4 1.26 -1.13 -1.51
H5 -0.34 3.01 1.20
C5 -0.02 1.93 1.54
H6 1.30 1.60 -0.17
H7 -0.27 -3.16 -0.39
H8 -0.61 1.28 2.03

Results of the Löwdin charge analysis, in e, for atoms 1 through 4:
1. H 0.171
2. C -0.180
3. H 0.159
4. N 0.162

---

Arrangement ii

The following is a quantum chemistry calculation of a gas-phase ion, C5H8N (charge +1), from the Open Molecules 2025 dataset.

Results
2S+1 = 1
SMILES = CC=C=C=[NH+]C
HOMO-LUMO gap = 9.432 eV
Total charge = +1
Molecular weight = 82.1 g mol⁻¹

Positions of all 14 atoms, in Å:
H1 2.58 -0.43 1.23
H2 -3.18 -1.08 -0.68
C1 -0.60 -0.14 0.19
H3 2.85 0.46 -1.28
H4 3.73 -1.07 -0.85
C2 0.60 -0.23 0.45
C3 1.92 -0.37 0.36
H5 -1.88 -0.20 1.56
C4 2.73 -0.51 -0.98
H6 -2.30 0.27 -1.32
C5 -2.79 -0.08 -0.40
H7 -3.62 0.61 -0.13
H8 1.97 -0.96 -1.64
N1 -1.81 -0.11 0.57

Results of the Löwdin charge analysis, in e, for atoms 1 through 4:
1. H 0.135
2. H 0.118
3. C 0.013
4. H 0.050

---

Computed energies relative to the best structure, in kcal/mol: arrangement i 56.3; arrangement ii 0.0

---

Arrangement i

The following is a quantum chemistry calculation of a molecular structure, C5H8N, from the Open Molecules 2025 dataset.

Results
2S+1 = 1
HOMO-LUMO gap (alpha / beta) = 7.590 / 7.591 eV
Total charge = +1
Molecular weight = 82.1 g mol⁻¹

Positions of all 14 atoms, in Å:
C1 -1.78 -0.07 1.59
H1 -1.00 -0.53 2.32
H2 1.03 -1.35 -1.07
C2 -2.11 1.39 0.52
H3 0.01 0.74 -1.41
C3 -2.78 0.87 1.62
N1 0.66 0.58 -0.67
H4 -3.50 1.10 2.31
C4 1.54 -0.53 -0.76
C5 -1.75 0.04 0.14
H5 -1.67 -0.53 -0.69
H6 1.15 1.42 -0.35
H7 1.98 -0.81 0.25
H8 2.13 -0.36 -1.59

Results of the Löwdin charge analysis, in e, for atoms 1 through 4:
1. C 0.021
2. H 0.188
3. H 0.044
4. C 0.119

---

Arrangement ii

The following is a quantum chemistry calculation of a gas-phase ion, C5H8N (charge +1), from the Open Molecules 2025 dataset.

Results
2S+1 = 1
HOMO-LUMO gap = 9.129 eV
Total charge = +1
Molecular weight = 82.1 g mol⁻¹

Positions of all 14 atoms, in Å:
H1 0.76 -1.52 0.53
C1 -0.71 1.58 0.23
H2 0.94 -2.18 -1.54
H3 2.13 -0.86 -1.07
H4 0.58 -0.50 -2.19
H5 -1.65 1.99 -0.15
C2 1.09 -1.05 -1.38
C3 -1.59 -1.00 -0.06
H6 -1.32 0.92 2.21
C4 -0.54 0.92 1.49
C5 -0.69 -0.06 0.28
H7 0.39 0.76 1.96
H8 0.14 1.82 -0.29
N1 0.48 -0.82 -0.03

Results of the Löwdin charge analysis, in e, for atoms 1 through 4:
1. H 0.096
2. C 0.084
3. H 0.124
4. H 0.104

---

Arrangement iii

The following is a quantum chemistry calculation of a gas-phase ion, C5H8N (charge +1), from the Open Molecules 2025 dataset.

Results
2S+1 = 1
SMILES = C=CC[NH+]1C=C1
HOMO-LUMO gap = 10.308 eV
Total charge = +1
Molecular weight = 82.1 g mol⁻¹

Positions of all 14 atoms, in Å:
H1 0.07 0.76 1.71
H2 -1.15 3.13 0.20
C1 0.94 -1.13 0.18
H3 0.96 -3.04 -0.83
C2 -1.66 0.87 0.28
H4 1.65 -1.33 0.87
H5 -2.35 0.13 0.09
C3 -1.25 2.09 0.33
H6 0.37 0.17 -1.25
N1 -0.29 1.01 0.76
H7 -0.20 -1.90 -1.54
C4 0.60 -2.02 -0.76
C5 0.70 0.30 -0.15
H8 1.61 0.94 0.11

Results of the Löwdin charge analysis, in e, for atoms 1 through 4:
1. H 0.200
2. H 0.126
3. C -0.159
4. H 0.072

---

Arrangement iv

The following is a quantum chemistry calculation of a gas-phase ion, C5H8N (charge +1), from the Open Molecules 2025 dataset.

Results
2S+1 = 1
SMILES = C=[N+]1C=C[C@@H]1C
HOMO-LUMO gap (alpha / beta) = 9.147 / 9.148 eV
Total charge = +1
Molecular weight = 82.1 g mol⁻¹

Positions of all 14 atoms, in Å:
C1 -0.44 -1.67 0.06
H1 2.25 1.68 0.41
H2 -1.15 -2.52 -0.06
H3 1.50 -2.15 -0.71
C2 0.83 -1.50 -0.29
C3 -0.54 -0.23 0.61
H4 -0.50 -0.11 1.76
H5 -2.43 0.57 0.11
H6 -1.29 0.37 -1.26
C4 2.02 0.65 -0.01
H7 -1.09 1.73 -0.17
N1 1.04 -0.26 0.27
C5 -1.38 0.67 -0.25
H8 2.99 0.26 -0.36

Results of the Löwdin charge analysis, in e, for atoms 1 through 4:
1. C 0.074
2. H 0.131
3. H 0.152
4. H 0.116

---

Computed energies relative to the best structure, in kcal/mol: arrangement i 94.2; arrangement ii 81.2; arrangement iii 40.6; arrangement iv 0.0

---

Arrangement i

The following is a quantum chemistry calculation of 2 unconnected molecules or ions with the total composition C5H8N, from the Open Molecules 2025 dataset.

Results
2S+1 = 1
HOMO-LUMO gap (alpha / beta) = 9.318 / 6.549 eV
Total charge = +1
Molecular weight = 82.1 g mol⁻¹

Positions of all 14 atoms, in Å:
H1 -0.66 1.80 -1.27
H2 0.29 -2.58 0.33
H3 0.85 2.11 1.09
H4 -1.39 -2.24 1.01
C1 -0.03 1.54 0.89
C2 -0.06 1.21 -0.59
H5 0.15 -1.38 1.65
N1 -0.37 -0.16 -0.93
C3 0.54 -0.44 -1.83
H6 -0.95 2.09 1.10
H7 -0.05 0.59 1.42
C4 -0.32 -1.97 0.90
C5 1.08 0.68 -1.22
H8 0.91 -1.24 -2.55

Results of the Löwdin charge analysis, in e, for atoms 1 through 4:
1. H 0.175
2. H -0.002
3. H 0.097
4. H 0.059

---

Arrangement ii

The following is a quantum chemistry calculation of a gas-phase ion, C5H8N (charge +1), from the Open Molecules 2025 dataset.

Results
2S+1 = 1
SMILES = C=C/C=C/C=[NH2+]
HOMO-LUMO gap = 8.114 eV
Total charge = +1
Molecular weight = 82.1 g mol⁻¹

Positions of all 14 atoms, in Å:
H1 0.30 1.19 2.52
H2 -0.81 -0.97 -2.85
H3 0.62 -0.08 3.72
N1 0.41 0.23 2.72
C1 0.04 -0.07 0.38
C2 0.45 -0.55 1.68
H4 0.05 -2.04 -0.57
H5 -0.31 0.94 -3.39
C3 -0.11 -0.90 -0.71
C4 -0.39 -0.43 -2.04
C5 -0.34 0.88 -2.30
H6 0.38 -1.63 1.90
H7 -0.05 1.69 -1.64
H8 -0.23 1.05 0.29

Results of the Löwdin charge analysis, in e, for atoms 1 through 4:
1. H 0.113
2. H 0.104
3. H 0.195
4. N 0.179

---

Computed energies relative to the best structure, in kcal/mol: arrangement i 143.7; arrangement ii 0.0